The following is a DFT calculation (ωB97M-V/def2-TZVPD) of a structure of composition C10H12Cl3GaGeN2OS7 at a distorted geometry.

Spin multiplicity   2
Total charge   -1
Kohn-Sham gap (spin up / spin down)   6.16 / 5.99 eV
LUMO level (spin up / spin down)   2.44 / 1.49 eV
Expectation value of S²   0.7581

CARTESIAN COORDINATES (ANGSTROEM)
H: -1.1955 -1.7284 -5.3565
H: 2.4387 -3.2801 1.3861
S: 0.2001 0.1366 2.9825
O: -4.4897 5.9459 1.1184
Ge: 1.5682 -2.3786 -1.9851
Cl: 1.2484 -2.6767 -4.2324
H: -1.4048 -0.7280 -3.1369
C: 0.1613 0.4120 -3.8077
Cl: -0.8677 -2.0559 -1.4181
C: -1.8273 3.2866 0.3881
S: 0.7478 -1.0000 1.3034
C: 1.3371 -1.0316 3.6914
H: 2.3799 -3.7198 3.1061
S: -2.7115 1.6258 -1.6438
C: -0.1298 0.0545 -6.0703
N: 0.6340 0.7126 -5.0282
Ga: -0.8986 0.4127 -0.4699
C: 1.7155 -1.0636 5.1268
H: 0.4841 -0.6747 -6.6034
H: 2.1390 -0.1056 5.4313
N: -1.0014 -0.2231 -3.9165
H: -2.2473 -0.2995 -5.5832
S: -2.2081 4.6602 1.4308
S: -4.2815 3.8517 -0.4560
C: -2.7845 2.9154 -0.4957
H: -0.5217 0.7940 -6.7764
H: 1.5835 1.0149 -5.1494
H: 2.4552 -1.8459 5.2992
S: 0.9457 0.8795 -2.4029
S: -0.2646 2.6002 0.5836
C: -1.2560 -0.6379 -5.2790
C: 1.6944 -1.7621 2.6282
H: 0.8405 -1.2544 5.7488
C: 2.5908 -2.9168 2.4003
H: 3.6324 -2.6167 2.5113
C: -3.8042 5.0226 0.7747
Cl: 1.6200 -4.5403 -1.3883

***

The following is a DFT calculation (ωB97M-V/def2-TZVPD) of a structure of composition C15H12N2O6ReS6Sb at a distorted geometry.

Kohn-Sham gap   4.50 eV
LUMO level   -3.87 eV

CARTESIAN COORDINATES (ANGSTROEM)
S: -0.2094 -0.5272 1.2133
H: 1.0199 4.5264 1.9583
S: -1.6758 -4.0515 1.3601
O: -1.5034 -0.2075 -1.5628
C: -4.5917 1.7083 -1.4468
H: -7.1348 0.7958 -3.4647
H: 4.0124 0.1043 -1.2800
C: 4.3297 -0.1509 -0.2641
C: -3.6925 0.6843 -1.7530
C: 4.0019 2.9850 1.5770
H: 3.5785 -0.7850 0.2218
H: -4.3039 2.4601 -0.7313
H: -3.3692 -1.1260 -2.8560
H: -0.6945 3.5345 0.7631
C: 3.6264 1.8879 0.7955
S: 1.0116 -2.2212 -1.0623
C: -4.0603 -0.3216 -2.6525
S: 2.1429 -3.4130 2.4690
H: 5.2734 -0.6928 -0.3026
O: 0.1941 1.7683 -2.2634
O: 4.5865 1.0212 0.4863
S: 1.2929 1.4190 -3.1851
O: 1.8916 0.7855 -0.3579
C: -2.3355 0.7053 -1.2171
C: 3.0728 3.9197 1.9799
H: 5.0386 3.0583 1.8620
C: 2.2602 1.7615 0.3962
C: 1.7372 3.7911 1.6259
C: 1.2965 2.7246 0.8453
H: -5.5869 -1.0480 -3.9633
Re: 0.4279 0.0201 -1.0894
C: -6.1759 0.7554 -2.9733
C: -0.0998 2.6612 0.5016
C: -5.2996 -0.2793 -3.2608
Sb: 0.3098 -2.9623 1.2091
N: -1.9594 1.6847 -0.4191
S: 0.9851 -0.6024 -3.2546
H: 3.3842 4.7554 2.5843
C: -5.8303 1.7367 -2.0554
O: 1.1352 1.9649 -4.4919
O: 2.5871 1.5658 -2.5627
N: -0.7056 1.6920 -0.0881
H: -6.5312 2.5247 -1.8260

***

The following is a DFT calculation (ωB97M-V/def2-TZVPD) of a cluster of 10 separate species, C25H73N5O16 in total at a distorted geometry.

Kohn-Sham gap   9.22 eV
LUMO level   0.33 eV

CARTESIAN COORDINATES (ANGSTROEM)
H: -21.2755 3.7901 10.1175
H: -19.8480 2.8841 16.5955
H: -16.2145 4.2655 10.6787
H: -15.6310 4.6324 20.7942
O: -13.8324 3.9719 16.2819
H: -12.0474 0.5300 14.9222
H: -18.0110 3.1250 19.1983
C: -12.8954 3.0106 15.7548
H: -15.0862 0.2907 20.1738
O: -19.4597 3.2486 9.5893
H: -22.3561 6.9538 17.1676
O: -17.6346 3.5409 14.2082
C: -20.1586 1.2092 15.6489
H: -9.5978 4.4833 11.8523
H: -12.6511 4.5449 17.9899
H: -20.4326 6.6249 13.8860
O: -14.7068 -0.3478 12.2042
C: -11.7145 5.0984 11.4570
H: -11.0534 5.4433 14.0615
C: -12.3500 1.3084 14.2093
H: -14.5639 4.8512 19.4376
C: -16.7418 0.9490 12.0824
O: -16.0141 3.5360 19.0932
H: -16.4699 -0.2244 21.1778
H: -17.3460 1.7671 13.6751
H: -11.4758 6.1285 11.2243
H: -19.5122 4.6110 15.1170
H: -21.9064 0.7112 16.7461
H: -20.2123 3.4834 12.3321
C: -15.3483 -2.1738 17.4006
H: -22.5057 7.0325 12.4516
H: -16.1283 1.8188 11.8062
H: -17.7055 0.9645 11.4555
H: -24.0490 7.1004 13.4147
H: -17.2243 3.1878 20.7988
H: -20.5788 6.8841 17.5290
C: -13.5120 2.1720 14.6832
H: -20.6323 5.0865 12.0236
H: -13.2417 4.2580 12.6340
O: -15.7473 -1.2957 15.1424
C: -15.9482 0.6758 20.7396
H: -14.8767 -0.5079 13.1300
N: -17.0013 0.6918 18.4776
O: -15.5293 6.0183 12.2244
H: -16.6811 5.2535 9.2966
O: -22.0701 2.5904 16.0336
O: -22.2816 7.5713 14.5326
H: -15.4948 7.2210 10.6602
H: -14.6177 5.7485 11.9805
H: -21.8594 5.0091 15.4777
C: -16.8799 3.9466 15.1176
H: -21.7101 5.5294 17.8873
H: -16.1387 -0.4760 14.7618
H: -16.3897 3.5920 17.1039
H: -11.5074 1.9545 14.0535
O: -12.9466 5.1359 12.1640
H: -11.8108 4.4257 10.5996
H: -14.2470 2.2177 12.8087
N: -19.9654 4.9785 15.9227
H: -22.9127 2.6971 16.4795
C: -22.9652 6.8644 13.3889
C: -15.9502 5.1385 10.1260
O: -10.3460 5.4676 13.4398
H: -19.2241 5.3856 16.5333
C: -19.9646 4.3126 11.6841
H: -18.3193 4.4066 12.7548
O: -19.4522 1.9748 16.5765
O: -18.5923 4.6880 11.8477
C: -10.6146 4.5933 12.3340
H: -16.3547 -1.6001 18.9854
H: -17.8599 0.8438 17.9935
C: -16.9747 1.2990 19.7581
H: -20.2021 5.1493 9.7871
H: -14.7592 3.5419 13.6915
C: -17.0539 2.8276 19.7335
H: -14.3345 1.5793 15.1146
H: -13.9989 5.4534 17.5295
C: -16.0774 6.3591 11.0111
H: -15.8808 -0.2376 10.4959
H: -16.9570 -2.6891 16.1013
C: -21.1671 5.7808 15.7840
H: -18.5707 3.3419 10.0623
H: -14.5143 -1.4270 17.5095
H: -16.1718 5.6787 19.4141
H: -19.8703 0.1810 15.8494
C: -20.2768 4.1195 10.2502
N: -16.8930 3.3007 16.2886
H: -17.6092 2.5146 16.4038
H: -17.9055 1.0555 20.2050
H: -22.9381 5.8103 13.5782
H: -16.2524 5.5831 14.1045
C: -21.0250 7.0098 14.7570
O: -17.0396 0.8416 13.4315
C: -15.9783 -0.3096 11.5886
H: -14.2433 5.6020 9.2147
C: -13.1633 4.9456 17.0822
H: -20.3953 7.7663 15.1875
H: -12.5244 5.5763 16.4705
C: -16.3789 -1.7885 16.3673
N: -13.9320 2.9455 13.4844
H: -12.0491 3.5302 15.2945
H: -17.0859 6.7239 11.1431
H: -12.4576 2.4586 16.6116
H: -17.0284 -0.9705 16.7742
N: -16.2337 5.1581 15.0353
H: -15.5801 1.3486 21.5069
O: -14.6849 4.8380 9.5666
O: -16.0653 -2.4430 18.5825
H: -12.7605 0.7668 13.3095
H: -14.9260 -3.0931 16.9989
H: -16.2468 1.0195 17.8892
C: -15.5886 4.7545 19.6969
C: -21.6520 1.2589 15.8748
H: -15.3826 5.2749 15.5609
H: -20.1030 1.5591 14.5763
H: -10.8457 3.6019 12.7969
H: -22.1703 0.6965 15.0665
C: -21.4594 6.3537 17.1810
H: -16.5996 -1.1555 11.8073

***

The following is a DFT calculation (ωB97M-V/def2-TZVPD) of a cluster of 7 separate species, C52H34N2O19P2S2 in total at a distorted geometry.

Kohn-Sham gap   6.26 eV
LUMO level   -2.71 eV

CARTESIAN COORDINATES (ANGSTROEM)
C: 8.8945 -5.2974 -0.9297
C: 5.7555 5.1339 -1.1465
C: -3.7150 3.6191 2.5006
C: -8.4941 5.6411 -4.1675
O: -5.5139 4.6436 1.3751
C: -5.7514 4.4831 3.7139
O: -6.4961 7.6113 3.1731
H: -5.7403 4.2303 5.8210
H: 6.3260 -8.3527 -0.3071
H: -11.5174 3.9512 -4.5805
H: -8.2076 7.3513 -2.9440
C: -9.4385 4.6234 -4.6696
H: 3.4493 2.9872 5.1415
H: 9.3231 -1.1542 -1.2484
O: -10.6488 7.5559 -2.0825
H: -1.1048 -7.2860 -1.8215
S: 9.7360 -2.4422 2.3704
C: -0.4585 -6.5064 -1.1892
C: 2.8445 2.5870 4.3367
H: -2.2240 2.7383 3.7268
H: -7.9983 8.4592 -0.9515
N: 6.2720 -8.3210 -1.3696
H: -5.2968 -7.3625 -4.9778
O: -2.7751 -8.7723 -1.5664
H: -0.7440 -4.5744 2.2906
H: -4.4734 10.5681 0.4991
O: 4.2445 -4.2875 0.1878
H: 1.1297 3.7823 4.7018
C: -1.1274 -6.0247 0.2627
C: 0.7925 2.4536 2.9989
O: 4.6054 1.1489 3.7177
H: -6.7179 4.9680 3.6516
C: 1.4136 1.4050 2.1660
C: -11.2309 5.6614 -3.3570
O: -0.3473 2.8431 2.7850
C: -6.4134 8.2068 2.1077
O: 11.5251 -3.3504 0.1786
O: -3.4280 3.0627 6.0032
O: -7.1297 -9.1595 -4.5925
C: -3.9079 3.4272 4.9386
C: -6.2225 9.6055 -0.3914
C: -5.1082 -8.0332 -4.1484
C: -5.3413 9.1909 1.8602
C: -10.2865 6.6792 -2.8549
O: 3.8651 5.0191 1.8651
H: 7.5404 -1.0293 1.1036
C: 8.5034 -3.8812 -0.1316
O: 9.7946 -1.0974 -0.3646
H: 1.7419 -3.7213 1.4580
C: -5.2531 9.8426 0.6967
C: -3.1905 3.2232 3.6644
O: 7.5930 3.7729 -1.7154
C: 1.0427 -5.9840 -1.7069
C: 6.7349 4.0589 -0.8917
H: -6.6473 -10.7536 -2.6000
C: -7.3828 7.9697 1.0196
O: 8.3239 -8.3625 -2.9192
C: -4.0140 -7.9345 -3.3872
C: 5.2108 -7.2069 -1.4899
O: 3.9708 -7.3372 -1.9667
C: -8.8885 6.5980 -3.3219
H: 11.7497 -3.3915 -0.8030
C: -5.8908 -9.9973 -2.7716
H: 7.3642 2.5570 0.5678
H: -7.4726 5.5677 -4.5204
C: -0.3243 -4.9595 1.2687
H: -3.2016 3.4760 1.5573
C: -3.7772 -8.8607 -2.2624
C: 6.0706 -5.9230 -0.9465
H: 0.8088 1.0048 1.3611
H: -4.6080 -10.5693 -1.1810
H: -8.1625 7.2443 1.2172
S: 4.9099 -0.9714 0.3146
C: -5.0340 4.2791 2.4397
C: -5.2269 4.0872 4.8778
H: 6.1344 -2.1648 2.6073
C: -6.1275 -9.0711 -3.8965
C: 7.5386 -7.7408 -2.0329
C: 2.6582 0.9785 2.4018
H: 1.5254 -6.3434 -2.7373
H: 4.0939 6.2350 -0.4180
H: 5.8392 5.6482 -2.0961
C: 10.6864 -6.5365 -0.0862
H: 3.1284 0.2097 1.8009
P: 9.9132 -2.6551 0.4057
C: 6.9119 -3.5261 0.2397
C: 1.1473 -4.4559 0.7422
P: 6.3794 -1.9183 1.1816
C: 5.7026 3.6581 1.2963
H: 5.6189 3.1438 2.2458
N: 11.0329 -7.0677 1.0668
H: -2.1709 -6.4164 0.6403
H: -4.6375 9.3531 2.6679
C: 5.6493 -4.5480 -0.1604
C: 4.8191 5.4486 -0.2463
C: 3.3556 -4.3350 -0.9832
C: 1.5999 3.0135 4.1009
C: 4.7232 4.7331 1.0414
O: 10.2666 -5.7106 -1.2645
H: -3.2574 -7.1782 -3.5588
C: -10.8366 4.7045 -4.2026
C: 7.6306 -6.2728 -1.3092
O: -6.1398 10.2010 -1.4568
C: 3.4656 1.5384 3.5038
C: -7.2946 8.6214 -0.1439
O: -9.0762 3.7466 -5.4420
C: 6.6390 3.3435 0.3960
H: -12.2524 5.7348 -3.0041
C: -4.7966 -9.8985 -2.0104
O: 3.7001 -3.9353 -2.2298
C: 1.8265 -4.9516 -0.7035

***

The following is a DFT calculation (ωB97M-V/def2-TZVPD) of a structure of composition C33H30N3O4PdS4 at a distorted geometry.

Spin multiplicity   3
Total charge   +1
Kohn-Sham gap (spin up / spin down)   5.74 / 2.55 eV
LUMO level (spin up / spin down)   -3.34 / -7.61 eV
Expectation value of S²   2.0110

CARTESIAN COORDINATES (ANGSTROEM)
C: -0.9865 1.3596 -3.6745
O: 4.8172 -0.2806 0.3642
C: -1.6736 0.6275 1.7833
C: -2.6104 -5.7930 2.3485
H: -1.0685 -1.5699 -3.0805
C: -2.0201 -1.0726 -3.3951
C: -2.6774 -3.9918 3.7736
C: 2.8975 -3.1325 3.8997
H: 5.3384 -1.8341 -1.8225
C: 2.4982 -1.0568 -2.4152
H: 1.4080 8.7642 0.2181
S: -2.4692 -4.5423 1.1721
H: -0.6961 3.2059 4.4568
N: -1.0106 2.1237 0.0539
H: -2.9904 -2.8037 -3.4584
C: 4.4954 -2.3322 -1.3459
H: -2.7806 -3.4245 4.7498
C: -3.0816 -1.7754 -3.7968
H: -2.6599 -6.1345 4.4533
C: 3.3143 -2.3638 -2.4143
H: 2.0147 -0.9315 -3.3282
H: -1.6829 -2.2716 0.2006
H: 4.0038 -3.5891 1.4448
C: 0.6074 5.4815 0.2014
S: 3.9695 -1.4805 0.2888
H: 3.7474 -3.5863 4.3817
H: 1.7405 -0.8786 -1.6024
C: 4.3043 -2.5716 1.7467
C: -1.3702 1.1950 4.1010
H: -1.3639 0.8690 5.1836
H: 2.2099 -2.6214 4.5539
H: -5.0728 -1.6775 -4.8334
H: 3.9305 -1.2372 3.3398
H: -2.2331 -1.5920 4.3299
C: -3.9210 0.0788 -5.1761
H: 3.1310 -0.1574 -2.5336
N: -1.7182 -0.2811 0.7017
N: -0.8885 2.3019 -4.6088
O: -0.1479 1.2069 -2.6570
H: 2.5071 -1.6066 2.3631
C: -1.9821 0.3147 -3.8695
C: -2.0907 -1.1205 3.3534
C: -0.0938 4.2670 0.6107
S: 1.1474 5.5556 -1.4338
H: 3.8079 -2.5065 -3.3808
C: 3.4155 -2.0670 2.8189
H: 2.3505 -3.9615 3.3710
O: -1.7430 1.7945 -6.9563
C: -2.8527 0.8389 -4.7948
C: -2.4422 -3.3968 2.5410
C: -4.1025 -1.2135 -4.6445
Pd: -1.0231 0.4546 -0.9867
C: 1.5778 7.2318 -1.2418
C: -0.3754 4.0453 1.9335
C: -1.7915 -1.5472 1.0330
C: -2.1068 -2.0023 2.3231
H: 2.5928 -3.1825 -2.2154
C: -1.7253 0.2157 3.1318
H: -2.5960 -6.8267 1.9854
H: 0.3258 6.9200 1.7965
H: 1.9387 7.8114 -2.0856
C: -0.8949 2.8356 2.3297
S: -2.1931 2.1982 -5.6449
C: -1.3160 1.9363 1.3309
C: -1.0135 2.4768 3.7575
H: -0.1060 4.7828 2.6972
O: -2.9335 3.4116 -5.4565
H: -0.0012 3.3258 -1.4221
C: 0.6740 6.7192 0.8053
H: 4.8566 -3.3564 -1.0656
C: -2.7018 -5.3991 3.6412
C: 1.2327 7.7402 -0.0253
H: 5.3791 -2.5736 2.0235
C: -0.3327 3.2633 -0.3411
H: -4.6930 0.3903 -5.8864